1.
Formula: C26H23Cl2N4O4Sn
Source: OMol25
Level of theory: wB97M-V/def2-TZVPD

```
60
Properties=species:S:1:pos:R:3:forces:R:3
Sn -0.4803 -0.0489 0.2659 0.5623 -0.8915 0.5114
C 2.2996 0.5602 -1.0129 0.2163 0.0519 -0.0313
C 1.9934 -0.7351 -1.7580 -0.2759 0.0941 -0.1803
C 0.7058 -0.6290 -2.5424 -0.0707 -0.0896 0.1991
C 0.6244 -0.9516 -3.8810 -0.0467 0.0885 -0.0624
C -0.5862 -0.8222 -4.5534 0.0216 -0.0180 0.0260
C -1.7004 -0.3477 -3.8745 0.0696 0.0074 -0.0204
C -1.5725 -0.0445 -2.5389 -0.0390 0.0439 0.1069
N -0.4008 -0.1911 -1.8808 0.1639 -0.3434 -0.1709
N 1.7277 0.6496 0.3622 0.2151 -0.2341 -0.0007
C 2.2623 -0.3613 1.3298 0.0878 0.0579 0.1535
C 1.4103 -0.2938 2.5828 0.0544 -0.1428 -0.1298
C 1.9024 -0.3968 3.8636 0.0069 -0.0312 0.0409
C 1.0054 -0.3682 4.9304 -0.0230 0.0158 -0.0618
C -0.3525 -0.2235 4.6820 0.0481 -0.0098 -0.0116
C -0.7824 -0.1145 3.3737 0.0102 0.0068 0.0954
N 0.0924 -0.1517 2.3570 -0.0479 0.1192 -0.1258
C 2.1203 1.9687 0.9546 -0.1035 0.2362 0.0271
C 1.6635 3.1959 0.2204 -0.0738 -0.0580 -0.1007
C 2.4752 4.0533 -0.4855 0.0144 0.0398 -0.0003
C 1.9286 5.1883 -1.0871 0.0142 -0.0144 -0.0027
C 0.5712 5.4569 -0.9747 0.0087 0.0203 -0.0007
C -0.2195 4.5925 -0.2504 0.0204 -0.0296 0.1034
N 0.3567 3.5202 0.3120 0.0502 0.1764 0.1256
H 1.8615 1.3879 -1.5737 0.0949 0.0623 0.0103
H 3.3771 0.7398 -0.9666 0.0178 -0.1094 0.1066
H 1.9208 -1.5904 -1.0915 0.1134 -0.0731 0.0818
H 2.8225 -0.9512 -2.4288 -0.0833 0.0345 -0.1142
H 1.5103 -1.2908 -4.4002 -0.0044 -0.0232 0.0042
H -0.6562 -1.0867 -5.6006 0.0111 0.0158 -0.0051
H -2.6526 -0.2180 -4.3686 -0.0076 -0.0014 0.0179
H -2.4149 0.3252 -1.9636 -0.0050 -0.0501 0.0356
H 3.3149 -0.1805 1.5572 -0.0350 0.1286 -0.0105
H 2.1823 -1.3550 0.8984 0.0373 0.0000 -0.0161
H 2.9663 -0.5014 4.0308 -0.0043 -0.0199 0.0088
H 1.3692 -0.4512 5.9462 0.0025 -0.0047 -0.0010
H -1.0725 -0.1926 5.4874 -0.0008 0.0051 -0.0017
H -1.8274 0.0029 3.1189 -0.0042 -0.0295 -0.0267
H 3.2111 2.0069 1.0068 0.0001 -0.0791 -0.0612
H 1.7389 2.0047 1.9732 0.0438 0.0460 0.0119
H 3.5348 3.8464 -0.5536 -0.0011 -0.0006 -0.0218
H 2.5687 5.8616 -1.6429 0.0033 0.0070 0.0177
H 0.1255 6.3321 -1.4262 0.0018 -0.0027 -0.0026
H -1.2818 4.7027 -0.0777 0.0067 0.0040 0.0038
Cl -4.4810 -6.2244 -0.5027 -0.0051 0.1493 0.0165
C -3.7566 -4.6902 -0.2273 -0.4715 -0.1941 -0.0719
C -4.5531 -3.5441 -0.1487 0.0699 0.0673 -0.0595
C -3.9852 -2.3010 0.0918 -0.4459 0.1174 0.1572
Cl -4.9685 -0.8887 0.1733 -0.0307 -0.1040 -0.0094
C -2.6239 -2.1738 0.3161 0.3902 0.4052 -0.0181
O -2.1326 -0.9829 0.7353 -0.5199 -0.2056 -0.4459
C -1.8156 -3.3199 0.1438 -0.1300 -0.0044 0.1068
C -0.4086 -3.2463 0.1713 0.2299 0.2838 0.0533
O 0.2993 -2.2001 0.2745 -0.3352 0.1390 -0.1450
C -2.4023 -4.5847 -0.1048 0.4425 0.2074 0.0130
H -5.6245 -3.6278 -0.2793 -0.0052 0.0328 0.0053
H 0.1217 -4.1972 0.0644 0.1694 0.0826 0.0354
H -1.7895 -5.4713 -0.2082 0.1001 0.0622 0.0118
O -0.4277 2.6889 1.0704 -0.2010 0.0510 -0.1905
O -1.0954 1.8656 0.1105 -0.3284 -0.0950 0.0133
```
Forces are in eV/Å.

Values from the calculation:
total charge = +3
calculated total energy = -2658.2328 Ha
2S+1 = 1

=====

2.
Formula: C42H37Cl3InN6O7
Source: OMol25
Level of theory: wB97M-V/def2-TZVPD

```
96
Properties=species:S:1:pos:R:3:forces:R:3
In 0.9565 2.0853 -0.2063 0.1411 0.1717 0.0053
Cl -1.2268 2.7044 6.7247 0.0047 -0.0168 -0.0321
C -0.4906 2.2909 5.2125 -0.0557 -0.1460 0.0847
C -0.4055 0.9469 4.8364 -0.0425 -0.0100 0.0850
C 0.1778 0.6001 3.6432 0.1223 0.0854 -0.0106
Cl 0.2911 -1.0808 3.2034 0.0111 0.7580 0.2025
C 0.7256 1.5662 2.7602 0.0618 -0.1463 -0.1225
O 1.3153 1.1897 1.6578 -0.0978 -0.0563 0.1557
C 0.6149 2.9179 3.1701 -0.0129 -0.0059 -0.0677
C 1.1427 3.9993 2.3646 0.1086 -0.1146 -0.1529
O 1.6650 3.8910 1.2552 -0.2169 -0.0037 0.2019
C 0.0118 3.2598 4.3910 0.0212 0.2481 -0.0726
H -0.7948 0.1781 5.4925 0.0071 0.0359 -0.0379
H 1.0607 5.0027 2.8069 0.0447 0.0179 0.0415
H -0.0545 4.3057 4.6764 0.0164 -0.1066 -0.0124
O 5.4360 -3.6126 0.1328 0.3361 0.3730 -0.0476
N 5.7872 -2.5908 0.6995 -0.4761 -0.2882 0.5960
O 6.6230 -2.5372 1.5783 -0.1079 0.0731 -0.5083
C 5.0750 -1.3290 0.3643 0.0669 -0.1741 -0.1774
C 5.7643 -0.1975 0.5830 0.1574 0.0839 0.0255
C 5.1971 1.0779 0.2772 0.0787 0.0060 0.0622
C 5.9092 2.2854 0.3853 0.1230 -0.0345 0.0627
C 5.2979 3.4622 0.0447 0.0651 0.0626 -0.0137
C 3.9551 3.4391 -0.3447 -0.1576 -0.2418 0.0296
N 3.2650 2.3150 -0.4229 0.1389 -0.1424 0.1314
C 3.8796 1.1430 -0.1566 -0.2157 0.1355 -0.1925
C 3.1444 -0.0786 -0.4078 -0.1333 0.0396 -0.0172
N 1.9015 0.0592 -0.9298 0.0036 -0.0165 0.0384
C 1.2458 -1.0199 -1.3250 0.1268 0.1188 0.0829
C 1.7502 -2.3038 -1.1427 -0.0260 0.0342 -0.0264
C 2.9782 -2.4652 -0.5527 0.7976 1.2481 -1.0557
C 3.7395 -1.3300 -0.1945 -0.2019 0.0610 -0.0515
H 6.7657 -0.2582 0.9833 0.0473 0.0009 0.0230
H 6.9379 2.2695 0.7270 -0.0344 0.0091 -0.0216
H 5.8250 4.4041 0.0939 -0.0098 -0.0060 -0.0041
H 3.4199 4.3495 -0.5758 -0.0164 0.0162 0.0170
H 0.2816 -0.8582 -1.7911 0.0225 0.0144 -0.0200
H 1.1736 -3.1665 -1.4532 0.0416 0.0739 -0.0516
H 3.3679 -3.4546 -0.3892 0.3547 1.6049 -1.3905
C -1.6908 -3.1078 -1.8265 0.0794 -0.0219 0.0306
C -3.1096 -2.5436 -1.8927 -0.1160 0.1038 -0.0721
C -3.0565 -1.1092 -2.4685 0.0197 -0.1107 -0.0210
C -3.9232 -3.3756 -2.9027 -0.0191 0.0018 -0.0256
C -3.8154 -2.6018 -0.4932 0.0379 0.0793 0.0053
O -5.1170 -2.0148 -0.5954 0.1854 -0.1367 0.0417
C -3.9308 -4.0690 0.0505 0.0419 -0.0849 -0.0268
C -3.2012 -4.5026 1.3499 -0.0019 0.0093 -0.0138
C -1.6893 -4.6011 1.2774 -0.0180 -0.0161 -0.0437
C -1.0760 -5.5361 0.4460 -0.0139 -0.0482 -0.0493
C 0.3021 -5.5792 0.2945 -0.0254 -0.0487 -0.1013
C 1.0889 -4.6752 0.9917 -0.1351 -0.1160 0.0738
Cl 2.8124 -4.6725 0.7607 -0.8774 -3.1026 2.4838
C 0.5173 -3.7783 1.8768 0.0717 -0.0690 0.0272
C -0.8657 -3.7557 2.0183 -0.0097 -0.1350 0.0463
C -3.1402 -1.8063 0.6258 -0.0350 0.1991 -0.1378
N -2.5552 -0.5102 0.3157 -0.3556 -0.1259 0.1313
C -1.2557 -0.3024 0.2363 0.1967 0.0185 0.2260
N -1.0251 0.9625 -0.0594 -0.3316 0.6702 -0.2865
C -2.2892 1.5099 -0.1297 -0.0209 -0.3162 0.0366
N -3.2440 0.6373 0.1000 0.5355 0.0150 -0.0443
H -1.1937 -2.9498 -2.7903 -0.0343 -0.0034 0.0811
H -1.6854 -4.1795 -1.6257 0.0268 0.0639 -0.0280
H -1.0848 -2.6225 -1.0489 -0.1489 -0.1526 -0.1314
H -2.9989 -1.1628 -3.5588 0.0338 -0.0250 0.0658
H -2.1765 -0.5521 -2.1365 -0.0828 -0.0177 -0.0127
H -3.9487 -0.5424 -2.2088 0.0141 0.0001 -0.0023
H -3.3425 -3.4787 -3.8223 -0.0578 0.0183 0.0255
H -4.8551 -2.8702 -3.1751 0.0645 -0.0492 0.0160
H -4.1632 -4.3834 -2.5573 0.0262 0.0938 -0.0424
H -5.6294 -2.4924 -1.2572 0.0096 -0.0038 0.0058
H -3.6457 -4.7745 -0.7308 -0.0134 0.0207 0.0586
H -4.9939 -4.2231 0.2341 -0.0350 -0.0608 -0.0158
H -3.5952 -5.4923 1.5898 -0.0021 -0.0079 0.0245
H -3.4865 -3.8587 2.1847 0.0193 -0.0568 -0.0054
H -1.6883 -6.2429 -0.1084 0.0616 0.0570 0.0376
H 0.7650 -6.3029 -0.3650 -0.0257 0.0190 0.0352
H 1.1451 -3.1106 2.4567 0.0154 -0.3099 -0.1639
H -1.3047 -3.0597 2.7289 0.0141 -0.1562 -0.1072
H -2.3041 -2.3798 1.0008 -0.0460 0.1401 0.0378
H -3.8746 -1.6728 1.4165 -0.0036 0.0636 0.0628
H -0.5143 -1.0579 0.4398 -0.0535 0.0286 0.0416
H -2.4707 2.5534 -0.3314 0.0435 -0.0874 0.0039
O -0.4839 3.8445 -0.3192 0.1778 0.1056 -0.5260
C 0.0431 4.1692 -1.4277 -0.1122 -0.2092 0.0464
O 0.8885 3.3610 -1.9648 -0.2354 0.2494 0.3690
C -0.2824 5.4559 -2.0901 0.0508 -0.1815 0.0395
C -1.2047 6.3199 -1.5073 -0.0444 0.0242 0.0571
C -1.4968 7.5290 -2.1175 -0.0033 -0.0105 -0.0132
C -0.8659 7.8756 -3.3064 0.0164 -0.0432 0.0343
C 0.0538 7.0129 -3.8898 0.0182 -0.0103 -0.0160
C 0.3467 5.8017 -3.2831 0.0301 -0.0466 -0.0840
H -1.6847 6.0364 -0.5794 0.0243 0.0064 -0.0281
H -2.2170 8.2011 -1.6687 0.0284 -0.0166 -0.0105
H -1.0908 8.8221 -3.7805 -0.0113 -0.0054 0.0019
H 0.5397 7.2855 -4.8192 -0.0264 -0.0215 0.0611
H 1.0545 5.1125 -3.7285 -0.0416 0.0572 0.0425
```
Forces are in eV/Å.

Values from the calculation:
total charge = +1
calculated total energy = -4048.4378 Ha
2S+1 = 1

=====

3.
Formula: C2H3Cl5Si2
Source: OMol25
Level of theory: wB97M-V/def2-TZVPD

```
12
Properties=species:S:1:pos:R:3:forces:R:3
C 0.3685 -0.0447 -0.8998 -5.0445 1.1780 1.4169
C -0.8655 0.3415 -0.5581 2.3006 -0.8271 -0.2913
Si -2.2993 3.9639 0.6561 0.0752 -0.6363 -0.4611
Si -0.8282 4.0790 -1.1647 -0.8940 -0.5284 0.3827
Cl -1.9895 5.4669 1.9625 0.0074 0.5790 0.4156
Cl -4.2714 3.7718 0.1417 -0.1013 0.1727 -0.0375
Cl 0.8412 3.4703 -0.2196 0.7656 -0.1346 0.0926
Cl -0.4282 5.6902 -2.2748 0.1323 0.7809 -0.2800
Cl -1.5709 2.6752 -2.4344 0.0215 -0.0755 -0.2945
H 0.6345 -1.0289 -0.8330 1.0054 -2.4058 0.1296
H 0.9163 0.7030 -1.2770 2.7797 2.2301 -1.4662
H -1.6783 -0.1892 -0.1475 -1.0479 -0.3331 0.3934
```
Forces are in eV/Å.

Values from the calculation:
total charge = 0
calculated total energy = -2958.0387 Ha
2S+1 = 1

=====

4.
Formula: C47H43F4N10O3PS2SiY
Source: OMol25
Level of theory: wB97M-V/def2-TZVPD

```
112
Properties=species:S:1:pos:R:3:forces:R:3
Y -0.5113 0.5777 0.0693 -0.0146 0.2713 0.2261
N -1.1281 -0.8596 4.5882 0.0628 -0.0819 0.0117
C -0.6764 -0.5574 3.3753 -0.0210 0.0237 -0.0489
N -1.4244 -0.2971 2.3370 0.0131 -0.0838 0.2426
C -2.8047 -0.4354 2.4820 0.0484 0.0617 -0.1943
N -3.6015 -0.3547 1.4689 -0.0121 -0.0149 0.0551
N -2.9308 -0.1103 0.2908 0.0247 -0.1950 -0.1653
C -3.6023 -0.3495 -0.7629 -0.0360 -0.1797 0.0440
C -2.9838 -0.1445 -2.0708 0.0084 0.2670 -0.0677
C -3.7709 -0.1120 -3.2103 0.0628 -0.1156 -0.0540
C -3.1747 0.1749 -4.4293 0.0369 0.0079 -0.0021
C -1.8174 0.4394 -4.4596 -0.0399 -0.0391 -0.0207
C -1.1057 0.3976 -3.2709 0.0305 -0.0036 0.0214
N -1.6603 0.0988 -2.0986 -0.0798 0.1558 -0.1361
C -3.3662 -0.7046 3.8041 -0.0289 -0.0124 0.0077
C -4.7429 -0.7609 4.0387 0.0022 -0.0027 0.0237
C -5.2143 -1.0464 5.3013 0.0048 0.0030 -0.0031
C -4.3208 -1.2856 6.3485 -0.0018 0.0018 -0.0089
C -2.9597 -1.2314 6.1371 0.0175 0.0140 0.0026
C -2.4920 -0.9359 4.8607 -0.0427 0.0071 -0.0111
H -0.4639 -1.1288 5.2976 -0.0059 0.0102 0.0083
H 0.4014 -0.5246 3.2724 -0.0050 0.0122 -0.0029
H -4.6233 -0.7203 -0.7067 -0.0288 0.1040 0.0416
H -4.8333 -0.2982 -3.1340 -0.0012 -0.0132 -0.0016
H -3.7645 0.2087 -5.3354 -0.0063 -0.0033 0.0021
H -1.3093 0.6875 -5.3805 0.0020 0.0023 -0.0013
H -0.0472 0.6232 -3.2522 -0.0106 0.0125 0.0042
H -5.4167 -0.5778 3.2142 0.0003 -0.0006 -0.0041
H -6.2789 -1.0888 5.4841 -0.0027 0.0026 -0.0002
H -4.6981 -1.5136 7.3360 0.0019 -0.0026 0.0036
H -2.2609 -1.4137 6.9436 -0.0029 -0.0032 0.0045
C 3.6078 -0.6304 -2.3676 0.0185 0.0091 0.0270
Si 2.2614 -1.3758 -1.2859 -0.0320 0.0442 -0.0197
C 0.9759 -1.9032 -2.5638 0.0079 0.0309 -0.0358
C 2.8605 -2.9871 -0.4961 -0.0394 -0.0097 -0.0035
N 1.6322 -0.2697 -0.0828 0.3000 -0.1940 0.1091
C 2.5230 0.0858 0.9265 0.0271 0.3607 0.0824
C 3.8994 -0.2257 0.9558 -0.0338 -0.2470 0.0586
C 4.7156 0.0295 2.0444 -0.0101 -0.0028 -0.0193
C 4.2146 0.6400 3.1829 0.0120 -0.0131 -0.0103
C 2.8946 1.0578 3.1662 -0.0171 -0.0079 0.0196
C 2.1135 0.8410 2.0470 0.0126 -0.0931 -0.1200
O 0.7988 1.3517 2.0158 -0.0412 0.1924 -0.2098
C 0.5962 2.6339 2.5611 -0.0230 -0.0439 0.0244
C -0.6198 2.8757 3.1722 -0.0270 0.0508 0.0276
C -0.8559 4.1235 3.7380 -0.0022 -0.0407 -0.0024
C 0.1227 5.1014 3.7031 0.0237 0.0292 -0.0174
C 1.3283 4.8464 3.0594 -0.0450 0.0238 -0.0072
C 1.5678 3.6174 2.4714 0.0026 0.0018 -0.0440
H 3.6529 -1.1673 -3.3185 -0.0074 -0.0155 0.0027
H 4.6130 -0.6310 -1.9479 -0.0034 0.0018 0.0126
H 3.3472 0.4092 -2.5878 0.0045 -0.0009 -0.0103
H 1.2734 -2.9010 -2.8984 0.0097 0.0076 -0.0048
H 1.0361 -1.2649 -3.4467 -0.0142 0.0107 0.0118
H -0.0633 -1.9674 -2.2535 0.0011 -0.0138 0.0258
H 2.9776 -3.7497 -1.2714 0.0167 -0.0056 -0.0010
H 2.1314 -3.3541 0.2330 0.0068 0.0024 -0.0095
H 3.8112 -2.9000 0.0280 0.0069 0.0116 0.0031
H 4.3473 -0.7112 0.1032 -0.0150 0.0021 -0.0157
H 5.7579 -0.2581 1.9950 0.0016 -0.0011 0.0028
H 4.8380 0.8201 4.0470 -0.0015 0.0021 0.0043
H 2.4768 1.6036 4.0031 0.0134 -0.0066 0.0020
H -1.3827 2.1112 3.2065 0.0041 -0.0223 -0.0138
H -1.8061 4.3165 4.2186 0.0000 0.0024 0.0005
H -0.0531 6.0629 4.1674 0.0031 0.0031 -0.0025
H 2.0867 5.6161 3.0028 0.0050 -0.0025 -0.0005
H 2.4942 3.4178 1.9525 0.0043 0.0216 0.0014
F -0.2534 -4.5614 -1.4966 -0.0120 0.0365 0.0081
C 0.1128 -5.5958 -0.7520 0.0187 -0.0770 -0.0105
C 0.5288 -6.7185 -1.3542 -0.0208 0.0624 0.0539
F 0.5762 -6.7520 -2.6717 0.0085 -0.0239 -0.0213
C 0.9223 -7.9030 -0.6082 0.0489 -0.1161 -0.0686
C 0.7995 -7.7766 0.8355 -0.0335 0.0714 0.0386
C 0.3807 -6.6493 1.4307 0.0230 -0.0739 -0.0422
F 0.3003 -6.6079 2.7517 -0.0060 0.0233 0.0114
C 0.0328 -5.4594 0.6854 -0.0193 0.1268 0.0169
C -0.3223 -4.2873 1.2862 0.0582 -0.0848 0.0292
C -0.5620 -3.0658 0.5803 0.0869 0.0678 -0.0840
N -0.6845 -2.0148 0.1374 -0.2150 -0.1404 0.0858
C -0.4213 -4.1013 2.7054 -0.1307 -0.0587 -0.0269
N -0.5595 -3.8605 3.8200 0.0573 0.0874 0.0222
F 1.1163 -8.8113 1.5876 0.0102 -0.0246 -0.0040
C 1.3659 -9.0371 -1.2128 -0.0473 0.0446 0.0230
C 1.7625 -10.2170 -0.4989 0.0668 0.0499 0.0109
N 2.1228 -11.1819 0.0082 -0.0347 -0.0305 -0.0102
C 1.4927 -9.1810 -2.6353 -0.0211 -0.0130 0.0181
N 1.6129 -9.3729 -3.7606 0.0137 0.0034 -0.0100
C 0.0404 3.8782 -4.1705 -0.0099 0.0069 0.0386
C -1.0867 4.6371 -3.5008 -0.0346 0.0064 0.0031
C -2.4416 3.9812 -3.6794 0.0080 0.0323 -0.0101
O -0.7974 4.9012 -2.1036 -0.0455 -0.0550 -0.0406
P -0.6011 3.9604 -0.8402 -0.1659 -0.3806 0.0589
S 0.9754 2.7380 -0.9548 -0.1087 0.0524 -0.1443
S -2.2279 2.8505 -0.3992 0.2712 0.1213 0.1476
O -0.3031 5.0419 0.2638 0.0754 0.0273 0.0372
C -0.9462 6.3360 0.4844 -0.0108 -0.0198 -0.0019
C -2.4511 6.2771 0.3223 0.0125 -0.0127 0.0007
C -0.2814 7.3929 -0.3732 0.0074 -0.0089 0.0118
H -0.1432 3.8441 -5.2455 0.0015 0.0093 -0.0034
H 0.1032 2.8606 -3.7897 0.0219 -0.0112 -0.0028
H 0.9979 4.3662 -3.9938 0.0031 -0.0041 -0.0033
H -1.1242 5.6457 -3.9155 -0.0168 0.0008 -0.0012
H -2.4367 2.9544 -3.3160 -0.0093 0.0197 0.0131
H -2.6930 3.9794 -4.7417 0.0008 -0.0152 -0.0004
H -3.2152 4.5304 -3.1434 0.0037 -0.0050 0.0099
H -0.7120 6.5244 1.5315 0.0092 0.0072 0.0100
H -2.7328 6.0821 -0.7130 -0.0046 -0.0013 0.0005
H -2.8726 7.2403 0.6133 0.0103 0.0031 0.0014
H -2.8818 5.5019 0.9544 -0.0122 -0.0037 -0.0040
H -0.5233 7.2564 -1.4253 -0.0036 0.0024 -0.0053
H 0.8010 7.3535 -0.2530 0.0013 0.0029 -0.0039
H -0.6276 8.3790 -0.0601 -0.0010 0.0017 0.0033
```
Forces are in eV/Å.

Values from the calculation:
total charge = +1
calculated total energy = -4455.1462 Ha
2S+1 = 1

=====

For the records above, the corresponding F_max values read 1.17, 4.07, 5.37, 0.42 eV Å⁻¹.